No. 1
A structure of composition C43H34AgN5OS3, computed with wB97M-V/def2-TZVPD.

Cartesian coordinates (Å):
Ag1 -0.6985 0.1597 -3.2760
S1 1.1705 0.0433 -1.3058
C1 2.1793 1.4533 -1.5446
C2 3.5295 1.4094 -1.1562
C3 4.3898 2.4892 -1.2966
C4 3.9090 3.6692 -1.8522
C5 2.5824 3.7404 -2.2524
C6 1.6821 2.6678 -2.1138
S2 0.0189 2.8662 -2.6194
H1 3.8945 0.4811 -0.7291
H2 5.4256 2.4064 -0.9798
H3 4.5631 4.5276 -1.9787
H4 2.1991 4.6547 -2.6920
C7 4.1496 -5.0783 -0.2542
C8 2.7114 -4.6535 0.0764
C9 2.1390 -5.6020 1.1391
C10 2.7444 -3.2404 0.6613
C11 1.8636 -4.7214 -1.1965
C12 1.6632 -5.9607 -1.8337
C13 0.9498 -6.0753 -3.0154
C14 0.4089 -4.9206 -3.5709
S3 -0.4946 -4.6847 -5.0295
C15 -0.5892 -2.9320 -4.6660
N1 -0.0036 -2.6114 -3.5741
C16 0.5792 -3.6817 -2.9414
C17 1.3161 -3.5817 -1.7601
C18 -1.2689 -1.9955 -5.5818
C19 -1.7451 -2.4881 -6.8044
C20 -2.3704 -1.6508 -7.7077
C21 -2.5090 -0.3049 -7.3799
C22 -2.0325 0.1698 -6.1655
C23 -1.3991 -0.6382 -5.2047
H5 4.7723 -5.0426 0.6447
H6 4.5796 -4.4047 -0.9975
H7 4.1813 -6.0941 -0.6547
H8 2.7390 -5.5418 2.0518
H9 2.1369 -6.6411 0.8039
H10 1.1122 -5.3227 1.3845
H11 3.3602 -3.2328 1.5652
H12 1.7451 -2.8910 0.9262
H13 3.1505 -2.5072 -0.0358
H14 2.0909 -6.8592 -1.4029
H15 0.8257 -7.0407 -3.4906
H16 1.4503 -2.5822 -1.3517
H17 -1.6173 -3.5397 -7.0515
H18 -2.7381 -2.0347 -8.6528
H19 -2.9904 0.3715 -8.0817
H20 -2.1534 1.2283 -5.9517
C24 -0.0134 4.3817 9.7164
O1 -0.6063 5.1503 8.6936
C25 -0.8295 4.5271 7.4969
C26 -1.3898 5.3077 6.4930
C27 -1.6506 4.7589 5.2510
C28 -1.3607 3.4237 4.9709
C29 -0.8003 2.6584 5.9865
C30 -0.5342 3.1925 7.2388
C31 -1.6220 2.8089 3.6677
N2 -1.4885 1.5300 3.4031
C32 -1.8215 1.3917 2.0796
C33 -2.1723 2.6072 1.5400
N3 -2.0454 3.5030 2.5701
C34 -2.5759 2.7924 0.1817
C35 -2.9133 4.0186 -0.3995
C36 -3.2605 4.0548 -1.7236
C37 -3.2942 2.8481 -2.4332
N4 -2.9963 1.6872 -1.9010
C38 -2.6061 1.6426 -0.6216
C39 -2.1653 0.3447 -0.0880
N5 -2.0738 -0.6728 -0.9554
C40 -1.6176 -1.8265 -0.5221
C41 -1.2504 -2.0657 0.8067
C42 -1.3347 -1.0338 1.7060
C43 -1.7863 0.2099 1.2590
H21 0.0938 5.0412 10.5740
H22 0.9730 4.0121 9.4226
H23 -0.6401 3.5295 9.9951
H24 -1.6138 6.3451 6.7054
H25 -2.0946 5.3885 4.4888
H26 -0.5699 1.6235 5.7680
H27 -0.0927 2.5604 7.9959
H28 -2.1448 4.4987 2.4951
H29 -2.8638 4.9337 0.1818
H30 -3.4791 4.9889 -2.2235
H31 -3.5548 2.8440 -3.4872
H32 -1.5043 -2.6033 -1.2720
H33 -0.8766 -3.0385 1.1021
H34 -1.0263 -1.1468 2.7378

Summary:
Energy above the lowest of the compared OMol25 structures with the same formula, charge and spin, kcal/mol: 5.2
Frontier orbital gap, eV: 3.29
DFT total energy, eV: -91148.64499
Net charge: -2


No. 2
A cluster of 2 separate species, C16H21B2FO7P in total in a non-equilibrium geometry, computed with wB97M-V/def2-TZVPD.

Cartesian coordinates (Å):
C1 0.4814 -3.9487 1.9353
B1 1.1004 -3.3850 0.5503
O1 2.2332 -3.9224 0.0262
C2 0.3079 -2.1596 -0.1253
C3 -0.5257 -2.3126 -1.1624
C4 -1.2473 -1.1672 -1.8329
O2 -1.8354 -1.3922 -2.8712
C5 -1.2007 0.1847 -1.1548
C6 -2.0268 1.2358 -1.5924
P1 -3.1870 1.1065 -3.0012
O3 -2.5195 1.0627 -4.3301
C7 -2.0026 2.4651 -0.9230
C8 -1.1626 2.6666 0.1785
C9 -1.2430 4.0437 0.8705
B2 -2.2319 3.8487 2.1214
O4 -2.0123 4.4742 3.3511
O5 -3.3414 2.9901 1.9839
C10 -0.3229 1.6336 0.6304
C11 0.5422 1.9066 1.8560
C12 2.0631 2.1176 1.5744
C13 2.4845 2.0547 0.0976
F1 2.4545 3.3808 2.0694
C14 -0.3497 0.3937 -0.0469
C15 0.5274 -0.7601 0.4105
O6 1.4565 -0.6182 1.1938
H1 -0.2471 -3.2116 2.3239
H2 1.3228 -3.9892 2.6494
H3 0.0288 -4.9436 1.8016
H4 2.9425 -3.6787 0.6424
H5 -0.6783 -3.3184 -1.5704
H6 -4.0564 2.2386 -2.9936
H7 -4.0305 -0.0298 -2.8991
H8 -2.6808 3.2533 -1.2647
H9 -0.2345 4.3595 1.1663
H10 -1.7302 4.7542 0.1781
H11 -1.8536 3.7596 3.9861
H12 -3.0502 2.1048 2.2489
H13 0.4657 1.0121 2.5000
H14 0.2047 2.7521 2.4723
H15 2.6268 1.3346 2.1018
H16 3.4900 2.5129 0.0444
H17 2.6341 1.0074 -0.2007
H18 1.8367 2.6163 -0.5891
C16 2.9409 -5.7304 -2.8426
O7 2.8101 -5.0631 -1.6781
H19 3.5402 -6.6834 -2.8188
H20 1.9917 -6.0801 -3.3342
H21 3.4372 -5.1798 -3.6883

Summary:
Frontier orbital gap, eV: 2.85
DFT total energy, eV: -44625.38628
Net charge: -1


- Look up the net charge of the first one.
  -2